Formula: C68H172N8O24V
Source: the Open Molecules 2025 dataset
Level of theory: ωB97M-V/def2-TZVPD

Geometry as XYZ:
```
273
Properties=species:S:1:pos:R:3:forces:R:3:mulliken_charge:R:1
O -1.26244 -3.80699 2.82903 1.5 1.5 2.7 -0.622
V -0.36916 -3.00855 3.87211 0.0 -0.6 -4.6 0.893
C 0.98498 1.65301 2.67582 -0.1 -0.2 -0.6 -0.640
C 0.16435 1.13150 1.46429 0.3 0.7 0.9 2.144
C 0.67290 1.90286 0.17899 0.6 -1.5 0.5 -0.998
C 0.21276 1.23535 -1.10291 -1.1 -0.3 -0.1 0.282
C 0.47929 -0.29295 -1.12115 0.4 0.7 0.6 0.968
C -0.07771 -1.12398 0.10222 0.3 -0.1 -2.6 2.481
N 0.32462 -0.39879 1.33651 -2.2 -3.1 3.2 0.585
O 0.02963 -1.21433 2.53164 0.8 3.3 -3.0 2.739
C 0.57411 -2.56246 -0.02128 0.4 0.6 1.1 -0.200
C -1.63141 -1.21676 -0.13262 0.3 -0.3 0.8 -0.523
C -1.30855 1.51573 1.69751 0.3 -0.9 -0.5 0.373
H 2.03801 1.39527 2.56262 0.0 0.0 0.1 -0.023
H 0.62060 1.38278 3.66692 -0.1 -0.5 -0.2 -1.362
H 0.91421 2.74069 2.66839 0.1 0.1 -0.2 0.561
H 1.76187 1.91286 0.22522 0.2 -0.2 -0.1 0.687
H 0.42551 2.96356 0.22156 -0.5 -0.1 0.3 -0.409
H 0.58253 1.77359 -1.97564 0.7 -0.3 -0.1 0.221
H -0.85095 1.41314 -1.26099 -0.4 -0.1 0.4 -1.100
H 1.56255 -0.40250 -1.17265 0.1 -0.4 -0.1 0.038
H 0.02309 -0.76138 -1.99324 0.2 0.1 -0.1 -0.716
H 1.61380 -2.51111 0.30198 0.0 0.0 0.5 -0.494
H 0.68901 -3.03276 -0.99786 -0.7 0.9 -0.5 -0.706
H 0.06382 -3.32180 0.57127 0.0 0.3 0.3 0.037
H -2.02123 -0.53594 -0.88934 0.3 0.4 0.2 -0.480
H -2.18505 -1.08191 0.79657 -0.1 0.0 0.0 -0.722
H -1.88008 -2.21046 -0.50520 0.2 -0.1 0.1 0.554
H -1.87131 1.33392 0.78190 -0.1 0.2 0.0 -0.936
H -1.31863 2.57936 1.93558 -0.2 -0.1 0.2 0.183
H -1.73748 0.88142 2.47325 -0.1 0.3 0.2 -1.027
N 2.54393 -4.54742 2.82439 2.5 -2.2 -0.6 0.254
O 1.49980 -3.96788 3.07183 -6.3 4.1 1.6 -0.470
O 3.10790 -4.34426 1.79100 0.9 1.4 -2.7 -0.342
O 2.94886 -5.33907 3.60187 1.1 -2.2 2.9 -0.733
C 0.08189 -0.00679 -5.04843 0.1 0.7 0.3 0.348
C 1.55262 -0.22176 -5.43840 0.2 0.5 0.5 0.130
C 2.48063 -0.43763 -4.24473 -0.3 0.6 0.4 0.492
O 1.69754 -1.35770 -6.22038 -0.1 -1.7 -1.0 -0.532
H -0.30716 -0.80844 -4.42065 0.2 -0.2 -0.1 -1.018
H -0.62088 0.12755 -5.87073 0.3 -0.3 -0.4 0.691
H -0.03728 0.91455 -4.47831 0.2 0.2 0.2 -0.150
H 1.95155 0.55094 -6.09558 -0.3 0.9 0.7 0.444
H 2.20044 -1.30250 -3.64341 -0.1 -0.3 -0.3 -0.790
H 2.40277 0.39661 -3.54753 0.0 0.3 0.0 -0.492
H 3.52695 -0.54134 -4.53206 -0.1 0.0 -0.2 0.610
H 1.51576 -1.10053 -7.12725 0.0 -0.4 -0.2 0.368
C -2.33429 -5.57167 -0.75294 0.6 0.1 0.5 -1.007
C -3.30209 -6.50132 -0.01002 -1.3 1.4 -1.5 0.332
C -4.51667 -5.73273 0.58296 1.6 0.7 0.8 -0.806
O -3.86711 -7.20636 -1.09707 -0.1 -1.3 -0.5 -0.585
H -1.87680 -4.82192 -0.10742 -0.2 0.2 0.1 0.124
H -2.83270 -5.10154 -1.60068 -0.3 0.1 0.3 0.335
H -1.48982 -6.09294 -1.20377 -0.1 -0.4 0.1 0.504
H -2.81218 -7.18897 0.67935 0.1 0.2 0.3 0.334
H -4.96364 -5.02570 -0.11592 0.0 -0.6 -0.5 0.267
H -4.13963 -5.04916 1.34366 -0.1 -0.1 0.6 -0.361
H -5.27505 -6.38122 1.02162 0.0 -0.1 -0.1 0.541
H -4.62661 -7.67983 -0.74983 -0.1 -0.3 -0.2 0.318
C 3.99320 1.34821 7.04945 0.5 -0.8 0.9 -1.725
C 3.72596 1.01504 5.60610 1.6 0.2 -0.2 2.230
C 4.39734 2.09302 4.75734 -0.4 0.5 -0.1 -1.600
O 4.35222 -0.22759 5.29942 -0.2 0.3 1.2 -0.727
H 3.43539 0.74398 7.76489 -0.6 0.2 -0.1 0.371
H 3.90275 2.41281 7.26518 -0.1 -0.1 0.1 0.391
H 4.99884 1.00954 7.29864 0.4 0.4 -0.3 0.402
H 2.64883 0.97297 5.44443 -0.3 0.0 -0.4 -0.786
H 5.48381 2.10477 4.84425 0.0 -0.5 0.2 0.342
H 4.09644 3.07518 5.12192 -0.3 0.2 -0.3 0.464
H 4.16637 1.98571 3.69751 -0.1 0.1 -0.1 0.202
H 4.06749 -0.48139 4.41845 -0.4 -0.6 -0.5 0.033
C -0.82119 -3.80219 -3.67093 0.0 0.5 1.0 0.188
C -0.43456 -4.13558 -5.05845 0.6 -0.5 -1.5 0.126
C -1.10538 -3.37259 -6.15221 -1.8 -0.3 -0.8 -1.156
O 0.93245 -3.94061 -5.28634 1.3 -0.6 0.8 -0.426
H -0.06115 -4.22201 -3.01199 0.0 0.0 0.1 -0.193
H -1.78236 -4.21148 -3.35991 -0.1 0.2 -0.2 0.341
H -0.80701 -2.71899 -3.55018 -0.2 0.2 0.3 -0.430
H -0.61100 -5.20384 -5.18415 0.0 -0.1 -0.3 0.425
H -0.89863 -3.73132 -7.16051 0.4 -0.6 0.2 0.368
H -0.84450 -2.31934 -6.25569 -0.2 0.1 0.8 0.088
H -2.17170 -3.55849 -6.02378 -0.4 0.7 -0.2 0.397
H 1.07350 -2.99228 -5.33494 0.4 0.3 -0.4 0.128
C -3.39076 5.15036 2.82269 -0.2 1.0 0.0 -1.463
C -3.21457 5.06901 1.33036 0.2 0.5 -1.6 2.507
C -4.48871 4.82184 0.52632 -0.5 -0.3 0.5 -0.821
O -2.61871 6.30516 0.86532 -0.5 -0.3 1.8 -0.693
H -2.42481 5.26362 3.31484 0.0 -0.2 0.1 0.298
H -3.99970 4.37313 3.28443 0.2 -0.3 -0.2 0.093
H -3.92261 6.08868 2.98020 -0.1 0.1 0.3 0.527
H -2.56561 4.23500 1.06318 0.4 -0.1 0.0 -0.939
H -4.77773 3.77356 0.60165 0.3 -0.4 -0.4 -0.067
H -4.34031 5.12317 -0.51063 0.0 -0.2 0.0 0.002
H -5.38907 5.30243 0.90907 0.2 0.6 0.1 0.353
H -2.15150 6.21091 0.03200 -0.1 -0.3 -0.6 0.204
C 0.60761 6.68947 -2.47077 1.9 -0.3 -0.7 -0.960
C -0.09278 5.78535 -1.50114 1.4 0.5 -0.4 3.405
C 0.46019 5.94210 -0.09970 -0.4 0.9 0.4 -2.533
O -1.39709 6.17714 -1.62359 -2.2 0.0 2.3 -0.237
H 0.44944 7.74892 -2.26913 -0.1 -0.1 0.4 0.333
H 0.31426 6.51166 -3.50538 -0.3 -0.2 0.1 -0.481
H 1.67728 6.48299 -2.43518 0.3 0.2 -0.1 0.401
H 0.04681 4.73353 -1.75075 0.0 -0.4 -0.5 -1.071
H 0.28144 6.95243 0.26825 -0.1 0.2 -0.1 0.491
H 1.54419 5.83000 -0.07770 -0.1 -0.4 -0.1 0.578
H -0.03681 5.31801 0.64300 0.1 -0.4 -0.1 0.167
H -1.67069 6.09638 -2.54023 -0.1 -0.4 -1.1 0.324
C 2.70107 7.87849 2.63449 -1.9 -1.0 -0.6 -1.253
C 2.98841 6.70697 3.54900 -0.1 0.1 -0.8 0.504
C 2.86503 5.31438 2.86744 0.7 0.8 0.3 -0.022
O 4.30379 6.96974 3.94763 1.3 -1.2 0.9 -0.568
H 1.63089 7.82479 2.43467 -0.3 0.7 -0.1 0.163
H 3.14586 7.73425 1.64988 0.5 0.2 0.2 0.281
H 2.96788 8.82635 3.10189 -0.1 0.0 -0.2 0.522
H 2.31169 6.67531 4.40290 -0.1 0.3 0.3 0.134
H 1.94405 5.23873 2.28937 0.0 0.1 0.0 -0.276
H 2.90407 4.49387 3.58392 -0.1 0.1 0.2 -0.336
H 3.73376 5.19204 2.22057 -0.1 0.0 -0.3 0.529
H 4.36402 7.90044 4.17515 0.1 -0.1 0.1 0.343
C -2.46306 2.86483 6.04484 0.1 -1.5 0.4 -1.133
C -1.11516 3.12721 6.68619 0.5 1.6 -0.6 0.206
C -0.01347 3.43096 5.65718 0.5 -0.4 -0.5 0.231
O -1.31240 4.31633 7.44053 -0.1 0.0 0.8 -0.562
H -2.92107 3.78509 5.68230 0.3 -0.2 -0.3 0.385
H -3.15507 2.40094 6.74771 -0.1 0.4 0.4 0.416
H -2.34948 2.05655 5.32242 -0.1 0.4 -0.8 -0.135
H -0.73805 2.34507 7.34509 -0.4 -0.4 0.0 0.560
H 0.72747 4.17688 5.94478 -0.4 0.2 0.6 0.440
H -0.39151 3.77762 4.69540 -0.3 -0.1 0.0 -0.276
H 0.61169 2.55556 5.48124 -0.1 -0.3 -0.2 -0.413
H -0.91449 4.17252 8.30226 0.0 0.3 0.1 0.388
C 3.17842 -4.03459 -2.47382 0.2 0.8 1.4 0.460
C 3.70513 -5.07631 -3.41094 -1.4 1.0 -2.3 0.482
C 4.30798 -4.45034 -4.62930 -0.5 1.7 -1.0 -1.375
O 4.61959 -5.86243 -2.82697 1.9 -2.2 2.4 -0.571
H 2.86860 -4.40501 -1.49663 -0.4 -0.6 -0.1 -0.638
H 2.38901 -3.38585 -2.85336 0.0 -0.3 -0.4 -0.267
H 3.97274 -3.36518 -2.14358 0.4 0.2 -0.4 0.107
H 2.88344 -5.65315 -3.83542 -0.6 -0.3 0.4 0.210
H 4.78360 -5.10136 -5.36283 -0.2 -0.4 0.3 0.396
H 5.01953 -3.65622 -4.40309 0.2 0.0 0.3 0.274
H 3.45140 -3.97410 -5.10634 0.2 0.2 -0.6 0.198
H 4.70272 -6.67217 -3.33590 0.2 0.0 0.0 0.414
C 1.27198 -6.69303 0.40062 0.8 -0.3 1.0 -0.182
O 2.32564 -7.62874 0.63285 0.1 -0.6 -1.2 -0.431
C 2.90533 -8.10831 -0.60022 -1.4 0.3 -0.9 -0.172
C 3.97873 -9.15454 -0.50805 0.1 0.8 1.0 -0.663
N 5.11208 -8.61072 0.25786 -1.0 -1.9 0.3 -0.258
C 5.92813 -9.73715 0.76759 1.3 0.8 -1.3 -0.871
C 6.78729 -10.35228 -0.39077 -0.4 1.2 1.6 -0.469
O 7.53965 -9.26015 -0.92605 -0.6 -0.9 -0.6 -0.336
C 7.96985 -9.56578 -2.24848 1.1 1.0 0.8 -0.751
H 0.42129 -7.03556 -0.18854 0.2 -0.4 -0.5 0.629
H 1.68837 -5.76808 0.00165 -0.1 0.2 -0.2 -0.235
H 0.86805 -6.51040 1.39640 0.0 0.3 0.1 0.078
H 3.21193 -7.30084 -1.26513 0.5 0.6 0.5 -0.111
H 2.12828 -8.54681 -1.22633 -0.7 -0.4 0.1 0.427
H 4.29128 -9.44506 -1.51105 -0.2 0.1 -0.5 0.320
H 3.56758 -10.06546 -0.07299 0.1 0.0 0.4 0.449
H 5.61321 -8.06767 -0.43066 0.7 0.1 0.4 0.260
H 5.37330 -10.54207 1.24964 -0.5 0.3 -0.1 0.392
H 6.59068 -9.30578 1.51795 0.3 -0.2 0.0 0.354
H 6.13350 -10.79316 -1.14330 0.0 -0.1 -0.2 0.372
H 7.46078 -11.09307 0.04022 0.1 -0.3 -0.2 0.412
H 7.20083 -9.44380 -3.01126 -0.3 -0.4 0.1 0.259
H 8.46930 -10.53454 -2.26050 -0.2 -0.2 -0.3 0.348
H 8.73626 -8.81601 -2.44484 0.1 0.0 -0.3 0.264
C -6.79728 -2.77945 -0.28994 0.2 -1.2 0.4 -0.724
O -6.39484 -1.46176 -0.35913 0.2 1.4 0.3 -0.461
C -5.01503 -1.22166 -0.00468 -1.0 0.5 -0.8 -0.517
C -4.97231 0.10746 0.72786 -0.4 0.2 0.7 0.298
N -5.56746 -0.02790 2.07726 0.1 0.6 -0.8 0.130
C -5.70663 1.26065 2.73427 0.0 0.3 1.3 -0.608
C -6.75020 2.26016 2.25220 -0.7 0.2 -0.5 -0.881
O -8.08126 1.75339 2.37700 -0.4 0.7 0.2 -0.412
C -9.11784 2.74238 2.11719 0.0 -1.0 -0.1 -0.793
H -6.06471 -3.40800 -0.79628 -0.2 -0.3 -0.3 0.349
H -7.80179 -2.94792 -0.67809 0.2 0.4 -0.5 0.348
H -6.86352 -3.13451 0.73848 0.2 0.0 0.4 0.197
H -4.49788 -1.11656 -0.95842 0.4 -0.2 0.0 0.160
H -4.62863 -2.07653 0.55028 0.2 0.1 0.3 0.325
H -5.46495 0.88615 0.14558 -0.6 -0.2 -0.4 0.629
H -3.99815 0.58689 0.82413 0.5 -0.7 0.2 -0.688
H -6.52567 -0.32074 1.95008 -0.3 -0.6 -0.2 0.426
H -4.74147 1.75825 2.82889 0.3 0.2 -0.5 0.097
H -5.91703 1.04912 3.78264 -0.4 -0.1 0.2 0.405
H -6.61048 2.53468 1.20663 0.2 0.0 -0.3 0.313
H -6.67780 3.19325 2.81094 0.3 0.1 0.3 0.650
H -10.06306 2.19957 2.11192 0.2 -0.2 -0.1 0.298
H -9.01908 3.22429 1.14451 0.3 -0.1 -0.1 0.303
H -9.27308 3.52251 2.86244 0.8 0.0 0.4 0.315
C 1.89838 -2.35361 6.07514 2.4 -0.1 1.2 -0.482
O 0.77869 -1.81764 5.42731 -2.2 -0.5 -0.4 0.066
C -0.10899 -1.07776 6.32334 0.3 0.6 -0.6 -1.263
C -1.32417 -0.62671 5.50235 0.9 -0.2 1.1 0.590
N -2.02306 -1.81984 4.97217 0.2 0.7 -0.8 0.669
C -3.31905 -1.37726 4.34961 0.3 -0.9 -1.5 0.180
C -4.36794 -2.45478 4.48261 -0.1 -1.0 -1.0 -1.567
O -3.99845 -3.72419 3.85887 0.1 1.2 0.6 0.052
C -4.96865 -4.75856 4.04979 -0.3 1.0 1.3 -1.036
H 2.60647 -2.84038 5.40449 -0.7 -0.2 -0.4 0.048
H 1.67315 -3.00637 6.91852 -0.5 -0.3 -0.2 0.350
H 2.53803 -1.57494 6.49062 -0.3 0.5 0.0 -0.049
H 0.47622 -0.22313 6.66279 -0.1 0.2 0.1 0.265
H -0.38743 -1.65102 7.20762 0.1 -0.4 -0.1 0.567
H -0.95150 0.06360 4.74558 -0.2 -0.5 -0.6 -0.844
H -2.01655 -0.03570 6.10186 0.1 -0.1 0.3 0.936
H -2.35891 -2.38043 5.74226 0.4 -0.3 0.6 0.322
H -3.11348 -1.08991 3.31846 -0.1 -0.2 -0.1 -0.335
H -3.78184 -0.50760 4.81612 0.5 0.2 0.4 0.251
H -5.28805 -2.07328 4.03995 -0.1 0.0 -0.2 0.514
H -4.55221 -2.51805 5.55505 -0.1 -0.8 0.4 0.522
H -4.58614 -5.73446 3.75078 0.0 0.4 -0.4 0.284
H -5.94047 -4.48064 3.64186 0.1 -0.2 -0.8 0.310
H -5.20200 -4.79628 5.11385 0.2 -0.4 0.4 0.384
C -3.53967 1.34434 -2.40202 0.1 -0.4 -0.8 0.122
O -3.78807 2.48600 -3.19175 -1.6 -0.8 1.1 -0.549
C -2.68655 3.30651 -3.36248 -0.7 1.3 -0.8 0.494
C -3.25761 4.68238 -3.86005 0.9 -1.5 1.0 -1.371
N -2.14510 5.56651 -4.18265 -2.0 1.1 0.9 0.126
C -2.76596 6.83044 -4.65671 2.0 0.4 -1.6 -0.982
C -1.64201 7.84290 -4.95030 -0.3 0.0 -0.3 -0.580
O -0.60612 7.24003 -5.75825 -0.3 0.7 0.5 -0.289
C 0.50018 8.12470 -5.91569 -0.1 -0.4 0.2 -0.859
H -3.37943 1.51866 -1.33805 0.4 0.6 0.2 -0.109
H -2.69320 0.83981 -2.86788 0.4 -0.4 0.4 0.123
H -4.36283 0.62999 -2.41686 -0.3 0.4 -0.5 0.162
H -2.07079 2.85386 -4.13969 0.6 0.1 -0.1 0.236
H -2.12103 3.42858 -2.43869 0.2 0.2 0.2 -0.087
H -3.86226 5.11577 -3.06339 0.0 0.0 0.1 0.406
H -3.90894 4.49890 -4.71458 -0.1 -0.1 -0.2 0.474
H -1.77680 5.16335 -5.03231 0.8 -0.1 -0.5 -0.456
H -3.52489 7.33011 -4.05467 0.2 -0.5 0.5 0.444
H -3.20429 6.63041 -5.63444 -0.5 -0.1 -0.1 0.484
H -1.26826 8.27798 -4.02342 0.5 -0.3 0.2 0.241
H -2.03782 8.68858 -5.51267 -0.2 0.1 -0.1 0.627
H 1.24147 7.69438 -6.58905 -0.2 -0.3 0.0 0.197
H 0.96121 8.21542 -4.93217 0.2 0.6 0.0 0.287
H 0.19340 9.07637 -6.34963 -0.1 0.2 0.2 0.343
C 0.75025 4.48218 -8.06391 1.8 0.0 -0.3 -1.503
C -0.05646 3.89398 -6.88208 1.2 1.3 -0.3 0.111
C 0.74179 3.98565 -5.49469 1.3 -0.6 -1.7 0.385
O 1.95052 3.22273 -5.65842 0.2 -0.6 0.1 -0.488
C 2.89485 3.34365 -4.59923 -0.2 -0.2 -0.3 -0.529
N -1.19266 4.78534 -6.77182 -1.0 -0.6 0.6 -0.530
H 1.59654 3.91332 -8.44900 -0.1 -0.7 0.3 0.337
H 1.26860 5.41193 -7.82947 -0.2 0.3 0.7 0.282
H 0.20055 4.75471 -8.96484 -0.7 -0.4 0.3 0.405
H -0.33902 2.89136 -7.20305 -0.2 -0.2 0.7 0.308
H 0.21972 3.67026 -4.59133 -0.5 -0.2 -0.1 -0.169
H 1.12307 4.99408 -5.33405 -0.7 0.6 -0.1 0.192
H 3.83370 2.83540 -4.81911 -0.1 -0.1 -0.7 0.304
H 2.56096 2.82011 -3.70339 -0.4 0.4 0.4 -0.072
H 3.16377 4.38613 -4.42884 -0.3 0.2 0.3 0.400
H -1.82787 4.69261 -7.55157 0.1 -0.1 -0.1 0.278
H -0.81870 5.72356 -6.77102 -0.3 0.3 0.0 0.355
C 5.44106 -1.88444 2.27686 1.1 0.1 0.4 -1.825
C 4.30676 -0.83568 2.14151 1.3 -1.1 -0.8 0.743
C 3.98930 -0.71673 0.66450 -0.5 0.3 -0.3 1.212
O 5.11189 -0.25272 -0.06435 -0.8 0.3 -0.9 -0.566
C 4.75428 -0.19124 -1.45858 0.4 0.0 0.3 -0.140
N 3.18522 -1.22235 2.99111 0.4 0.2 -0.3 1.205
H 6.39878 -1.57549 1.85804 -0.3 0.6 -0.4 0.476
H 5.27215 -2.84434 1.78885 -0.8 0.1 -0.2 0.281
H 5.76790 -2.15243 3.28158 -0.6 0.3 0.5 0.328
H 4.60596 0.18589 2.37596 0.5 -0.1 0.6 0.131
H 3.17597 0.00564 0.59525 -0.3 0.6 -0.2 -0.378
H 3.56952 -1.60878 0.19961 0.3 -0.6 0.2 -0.294
H 4.62669 -1.20158 -1.84722 0.2 -0.1 -0.2 0.089
H 5.49032 0.37290 -2.03136 0.4 -0.4 0.3 0.468
H 3.82921 0.33922 -1.68430 -0.4 0.2 0.6 -0.130
H 2.34654 -0.69751 2.78800 -0.1 -0.2 -0.1 -0.882
H 3.02102 -2.20858 2.84797 -0.3 -0.1 -0.1 -0.534
```
Forces are in eV/Å.

## Properties
**Gap between HOMO and LUMO (spin up / spin down)**: 4.46 / 4.58 eV
**2S+1**: 3
**Net charge**: +1
**Calculated total energy**: -160032.5596 eV